C45H125N13O12 | ωB97M-V/def2-TZVPD

Last column: Löwdin charge in e.
Positions of all 195 atoms, in Å:
C: 11.2546 28.7834 2.4901  -0.093
O: 11.7587 30.0493 2.0423  -0.217
C: 12.6006 29.9475 0.8865  -0.169
C: 13.0701 31.4168 0.5378  -0.405
C: 13.6010 32.3912 1.6405  -0.068
N: 11.9852 32.2225 -0.0250  0.010
H: 10.5000 28.8455 3.2742  0.089
H: 12.1120 28.1751 2.7780  0.079
H: 10.9014 28.2144 1.6301  0.079
H: 13.4997 29.5376 1.3466  0.121
H: 12.2074 29.5122 -0.0322  0.124
H: 13.7924 31.3455 -0.2754  0.125
H: 13.8112 33.4544 1.5239  0.072
H: 14.6402 32.0631 1.6642  0.061
H: 13.1160 32.3107 2.6134  0.070
H: 11.3713 32.2431 0.7768  0.064
H: 11.6094 31.6103 -0.7349  0.058
C: 10.5155 44.2953 5.0277  -0.146
O: 10.5831 43.2328 4.1797  -0.191
C: 10.5990 41.9423 4.7431  -0.195
C: 10.7529 40.9595 3.5812  -0.407
C: 9.5157 40.8246 2.6430  -0.049
N: 11.1026 39.6524 4.1440  0.001
H: 9.7675 44.8627 4.4739  0.094
H: 11.4575 44.8428 5.0576  0.086
H: 10.1680 44.1732 6.0536  0.090
H: 11.3734 41.8563 5.5054  0.120
H: 9.6827 41.8455 5.3254  0.126
H: 11.6447 41.1451 2.9825  0.131
H: 9.5456 39.9860 1.9473  0.066
H: 9.5606 41.6945 1.9877  0.072
H: 8.5681 40.7091 3.1690  0.076
H: 11.9742 39.7833 4.6372  0.060
H: 11.2289 38.8395 3.5581  0.067
C: 1.3864 36.5788 1.0562  -0.108
O: 2.0336 35.6351 1.8768  -0.175
C: 3.4001 35.8420 1.8792  -0.235
C: 4.2047 34.9597 2.8763  -0.442
C: 4.0925 35.3993 4.3453  -0.065
N: 5.5721 34.9601 2.5519  0.017
H: 1.7353 36.4631 0.0301  0.086
H: 1.5978 37.5750 1.4450  0.087
H: 0.3048 36.4449 1.0399  0.088
H: 3.7499 35.6064 0.8741  0.123
H: 3.6578 36.8680 2.1420  0.120
H: 3.7223 33.9851 2.8021  0.136
H: 3.2115 34.8968 4.7448  0.072
H: 4.0180 36.4847 4.4117  0.075
H: 4.9024 35.0906 5.0062  0.068
H: 6.1348 35.7973 2.5008  0.082
H: 6.0885 34.4656 3.2652  0.070
C: 7.7907 23.9117 11.6518  -0.144
O: 8.6190 22.9688 12.2837  -0.198
C: 8.5696 23.0180 13.7511  -0.155
C: 9.2403 21.6716 14.2552  -0.424
C: 8.3757 20.4228 13.9883  -0.052
N: 9.4464 21.7349 15.6815  0.005
H: 8.0208 24.9161 12.0072  0.077
H: 6.7125 23.7532 11.6771  0.088
H: 8.1496 24.1319 10.6464  0.083
H: 9.0560 23.9159 14.1320  0.113
H: 7.5338 23.1192 14.0751  0.113
H: 10.2745 21.6796 13.9110  0.137
H: 8.1562 20.2756 12.9309  0.076
H: 7.4899 20.5339 14.6136  0.074
H: 8.8566 19.5238 14.3740  0.073
H: 8.5346 21.9235 16.0727  0.063
H: 10.0690 22.4053 16.1093  0.073
C: 5.9631 30.5911 -3.0517  -0.118
O: 5.9275 30.5724 -4.4656  -0.189
C: 4.9033 31.4279 -5.0170  -0.187
C: 4.9370 31.4655 -6.5748  -0.397
C: 6.3233 31.9670 -7.1432  -0.064
N: 3.9532 32.3974 -7.1196  0.010
H: 5.0197 30.3995 -2.5405  0.087
H: 6.3932 31.5424 -2.7385  0.084
H: 6.7195 29.8841 -2.7110  0.085
H: 3.8742 31.2146 -4.7279  0.123
H: 5.1336 32.4422 -4.6911  0.118
H: 4.6737 30.4819 -6.9639  0.127
H: 7.1580 31.5029 -6.6178  0.064
H: 6.4441 33.0492 -7.1931  0.070
H: 6.4501 31.6781 -8.1865  0.066
H: 4.2661 32.8660 -7.9578  0.062
H: 3.9256 33.1448 -6.4408  0.059
C: 18.5329 30.8870 6.4601  -0.080
O: 17.3831 30.8122 7.3692  -0.230
C: 16.4609 29.7511 7.1412  -0.188
C: 15.1223 29.9903 7.8770  -0.465
C: 15.2927 30.6732 9.2464  -0.054
N: 14.3572 28.7976 7.9871  0.032
H: 19.1136 29.9646 6.4674  0.083
H: 19.2372 31.6592 6.7694  0.076
H: 18.2613 31.3011 5.4891  0.079
H: 16.3601 29.6813 6.0581  0.121
H: 17.0321 29.0003 7.6872  0.128
H: 14.6083 30.7086 7.2383  0.129
H: 15.7443 30.1084 10.0620  0.082
H: 14.2590 30.7367 9.5863  0.062
H: 15.5522 31.7313 9.2092  0.078
H: 13.4862 29.0206 8.4472  0.071
H: 14.0275 28.5952 7.0542  0.075
C: 24.3562 27.8426 -0.8976  -0.102
O: 23.2171 28.3108 -1.6446  -0.205
C: 21.9415 27.7278 -1.2579  -0.213
C: 20.6923 28.0183 -2.0718  -0.447
C: 20.9733 27.7030 -3.5463  -0.053
N: 20.2947 29.4111 -1.9821  0.041
H: 24.4349 26.7576 -0.9665  0.081
H: 24.3785 28.1188 0.1567  0.079
H: 25.2289 28.3138 -1.3497  0.084
H: 22.1311 26.6604 -1.3711  0.112
H: 21.7586 27.9477 -0.2061  0.119
H: 20.0172 27.2789 -1.6410  0.136
H: 21.5204 28.5521 -3.9559  0.078
H: 19.9985 27.4590 -3.9686  0.080
H: 21.6690 26.8679 -3.6277  0.077
H: 21.0149 29.9219 -2.4725  0.065
H: 20.3198 29.7494 -1.0308  0.067
C: 4.1947 24.3009 1.1695  -0.101
O: 5.2580 23.9279 0.2374  -0.194
C: 4.7010 23.8676 -1.1384  -0.178
C: 5.5476 22.9853 -2.0272  -0.422
C: 7.0059 23.3276 -2.3306  -0.067
N: 4.8459 22.7038 -3.3595  0.034
H: 3.4642 23.5009 1.0492  0.082
H: 3.8046 25.3187 1.1669  0.080
H: 4.5884 24.3428 2.1850  0.078
H: 3.6808 23.4838 -1.1402  0.113
H: 4.8231 24.8656 -1.5593  0.127
H: 5.5649 21.9663 -1.6406  0.126
H: 7.7047 23.3390 -1.4942  0.078
H: 7.0439 24.2706 -2.8761  0.071
H: 7.4987 22.7181 -3.0880  0.074
H: 3.8788 22.8188 -3.0921  0.044
H: 4.9887 23.5394 -3.9086  0.054
C: 14.2901 19.7313 -5.8994  -0.185
O: 15.2545 20.3726 -5.2152  -0.166
C: 15.3619 19.9242 -3.8520  -0.203
C: 14.5247 20.5657 -2.7687  -0.457
C: 14.6774 22.0840 -2.8914  -0.048
N: 14.9999 20.0841 -1.4734  0.036
H: 13.3042 20.0017 -5.5213  0.088
H: 14.2721 18.6461 -5.9995  0.085
H: 14.3544 20.0391 -6.9431  0.091
H: 15.3508 18.8346 -3.8808  0.120
H: 16.4352 20.0335 -3.6964  0.130
H: 13.5247 20.1372 -2.8352  0.134
H: 14.3064 22.5409 -3.8088  0.082
H: 15.6846 22.3897 -2.6081  0.086
H: 14.1797 22.5859 -2.0617  0.068
H: 14.7737 19.1007 -1.5176  0.070
H: 14.2205 20.4658 -0.9566  0.071
C: 21.4887 34.9640 -3.8566  -0.131
O: 20.7595 35.5319 -2.7806  -0.208
C: 19.6155 36.2709 -3.2981  -0.142
C: 18.7896 36.9200 -2.0984  -0.454
C: 17.4372 37.5062 -2.3921  -0.083
N: 19.6017 37.8187 -1.3450  0.040
H: 21.9451 35.7357 -4.4764  0.076
H: 20.9244 34.5174 -4.6753  0.082
H: 22.3007 34.3645 -3.4451  0.091
H: 20.0502 37.0876 -3.8745  0.123
H: 19.0447 35.5330 -3.8618  0.121
H: 18.5698 36.1055 -1.4083  0.125
H: 17.4763 38.5009 -2.8360  0.073
H: 16.8009 37.6424 -1.5177  0.074
H: 16.7803 36.9915 -3.0932  0.071
H: 20.5302 37.6487 -1.7043  0.063
H: 19.5979 37.3612 -0.4445  0.077
C: 14.6286 30.1249 -12.4020  -0.140
O: 14.6544 29.6016 -11.1051  -0.191
C: 14.6868 30.6331 -10.0717  -0.154
C: 14.8670 29.9585 -8.6166  -0.384
C: 13.6602 29.1509 -8.0343  -0.071
N: 15.2390 30.9158 -7.5646  0.008
H: 13.9853 30.9997 -12.4968  0.082
H: 14.3053 29.3401 -13.0858  0.087
H: 15.6092 30.4510 -12.7487  0.081
H: 15.5861 31.2402 -10.1757  0.110
H: 13.8190 31.2916 -10.0352  0.114
H: 15.6643 29.2440 -8.8216  0.126
H: 13.5085 28.1582 -8.4582  0.067
H: 12.7167 29.6643 -8.2196  0.066
H: 13.7734 29.1338 -6.9504  0.063
H: 14.4601 31.4739 -7.2454  0.068
H: 15.7609 30.4848 -6.8150  0.069
N: 10.4352 18.8291 2.7728  0.150
C: 9.8121 19.9974 2.6689  -0.864
N: 8.5974 19.7915 2.3193  0.160
O: 10.2785 21.0520 2.8206  0.099
H: 11.2877 19.0347 3.2739  0.114
H: 9.8646 18.0046 2.8943  0.103
H: 8.1159 18.9121 2.1969  0.116
H: 8.1241 20.6769 2.2092  0.124

Forces on the atoms, in the same order (eV/Å):
1.206 -0.191 -1.237
-1.496 -0.162 -0.466
1.730 2.742 2.515
-0.936 1.983 -0.365
2.033 -1.964 0.507
-0.038 -0.861 -0.286
0.232 0.409 -0.167
0.112 -0.073 0.739
-0.723 0.095 -0.085
0.361 -1.111 -0.970
-0.217 -0.456 0.325
0.436 -0.266 0.219
-1.067 0.055 -1.287
0.352 -0.283 1.248
0.043 -0.477 -0.071
-1.015 0.267 -0.321
-1.009 0.287 -0.292
-0.697 1.954 -0.306
0.698 -2.157 -0.874
-0.228 0.508 -0.368
-0.168 -2.128 -0.701
0.828 0.588 0.113
-0.218 -0.394 1.775
0.018 1.142 0.722
0.160 0.087 0.081
-0.105 -0.688 0.050
0.630 -0.218 -0.184
-0.443 -0.643 -0.214
-0.287 1.414 -0.316
0.561 -0.293 0.232
-0.633 0.226 0.184
0.082 0.414 0.176
0.092 -0.294 0.223
-0.291 0.478 -0.597
0.042 -0.010 0.033
-1.146 -0.437 0.860
1.493 -0.345 0.288
-1.524 1.189 1.062
-1.457 -0.167 0.039
2.602 -1.356 -1.292
0.149 0.269 -0.216
0.019 0.289 -0.260
0.106 -0.338 0.338
0.530 0.156 -0.179
-0.084 0.505 -0.228
0.605 -0.450 -0.218
-0.346 0.563 0.375
-0.183 0.050 0.160
0.290 -0.182 -0.439
-0.970 0.786 -0.274
-0.123 -0.524 -0.051
1.045 1.442 -0.197
-0.398 -0.035 1.083
0.285 -1.436 -1.657
0.213 1.691 0.162
0.807 0.462 0.048
-1.149 -0.416 1.401
-0.401 0.291 0.989
0.031 -0.389 0.117
-0.210 -1.136 -0.485
0.540 -0.027 -0.089
-0.328 -0.401 0.084
-0.251 -0.473 -1.042
-0.245 0.178 0.138
-0.378 0.047 -0.355
0.286 0.110 -0.097
-0.120 -0.129 0.639
0.273 0.219 -0.740
0.991 0.458 -0.075
-1.462 -0.183 -0.662
0.873 0.491 -0.920
1.807 0.644 -0.820
0.005 -1.376 0.243
-1.095 0.254 1.199
-0.181 -0.009 -0.238
-0.397 0.436 0.264
-0.243 -0.406 -0.262
0.029 -0.507 0.418
-0.079 0.371 0.217
0.412 -0.193 0.080
0.098 0.176 0.123
-0.271 0.093 0.696
-0.277 -0.314 -0.124
0.240 -0.384 -0.212
-0.445 0.448 0.079
-0.980 0.409 1.008
1.175 2.148 -0.731
1.325 0.219 1.159
1.824 2.083 -0.235
-1.619 -0.041 -0.017
-0.575 -1.030 -0.282
-0.314 -0.262 -0.444
-0.281 0.035 0.918
-0.410 -0.844 -0.420
-0.285 -0.840 -0.010
-0.744 -1.491 -0.762
-0.204 0.490 0.015
0.685 -0.020 -0.454
-0.390 0.043 0.240
0.748 -0.340 -0.168
-0.077 0.023 0.502
0.117 -0.580 -0.328
-0.678 0.238 -0.685
-0.598 0.500 0.200
1.844 -0.962 0.487
2.240 0.318 -0.266
-0.189 -0.261 0.930
-0.611 -0.045 -0.074
0.057 -0.156 -0.055
-0.499 0.147 0.161
-0.087 -0.141 -0.142
-0.271 -0.476 0.385
-0.034 0.075 0.266
-0.684 0.414 -0.086
-0.481 0.021 -0.458
0.381 0.309 -0.759
-0.277 -0.239 -0.054
-0.012 0.314 -0.074
-0.106 -0.052 0.222
1.212 -0.729 0.014
-1.660 0.630 -0.731
2.155 0.542 1.079
0.521 -2.733 -1.314
0.132 0.898 -0.489
0.369 1.222 1.509
-0.539 0.462 0.452
-0.284 0.113 -1.339
0.444 -0.902 -0.017
-0.113 0.235 0.158
-0.766 0.363 0.031
-0.017 0.039 0.730
-0.422 0.247 0.244
0.009 0.674 0.460
-0.594 -0.864 0.146
-0.653 -0.466 -0.363
0.214 0.260 -0.563
-2.303 -0.156 -1.991
1.193 0.304 1.868
2.109 -0.724 -1.229
0.650 0.094 -1.740
-0.581 0.197 1.384
-0.312 0.480 -0.151
-0.429 0.048 -0.074
0.737 -0.484 0.734
-0.129 0.361 -0.055
-0.898 -0.391 0.230
0.052 0.753 0.779
-0.598 0.867 -0.688
0.326 -0.299 -0.048
0.458 -0.352 -0.839
-0.783 -0.100 0.045
0.275 -0.513 0.426
0.226 -0.083 1.359
0.584 1.074 -0.297
-0.879 0.052 -0.368
0.066 0.206 1.639
-0.463 -2.476 -0.934
-1.164 1.020 -1.229
0.854 0.373 0.400
0.548 0.697 0.328
-0.686 -1.010 0.675
-0.386 -0.264 -0.123
-0.371 0.084 -0.624
-0.376 0.488 -0.296
-0.046 -0.725 -0.360
0.486 0.221 0.036
0.423 -0.154 0.395
0.332 -0.711 -0.083
0.553 0.407 0.330
0.524 0.709 0.512
0.162 0.195 -0.447
-0.416 0.924 1.707
0.679 -1.298 1.541
-1.079 -0.509 -0.407
-0.150 0.379 -0.981
0.899 0.491 -1.510
-0.365 -0.032 0.047
-0.165 0.017 0.117
0.376 0.023 0.148
0.041 0.157 -0.252
-0.337 -0.110 -0.526
0.338 0.147 0.473
0.289 -0.096 0.087
-0.088 0.310 -0.056
0.077 -0.444 -0.116
0.043 -0.249 0.182
-0.301 0.095 -0.004
2.794 -1.329 0.677
-0.029 -3.426 -0.334
-5.924 1.167 -1.551
2.613 4.890 0.867
0.234 -1.307 0.151
0.764 0.055 0.366
0.266 0.457 0.011
-0.716 -0.490 -0.206

The value obtained for the HOMO-LUMO gap is 9.340 eV. As for the largest force on an atom: 0.1212 Eh/bohr. The calculation puts the relative energy (zero: lowest compared OMol25 entry of this formula, charge and spin) at 207.1 kcal per mole. Its spin multiplicity is 1. The value obtained for the LUMO energy is 0.38 eV. The charge is 0. The calculation puts the energy at -3403.69484 a.u.

C7H16 | ωB97M-V/def2-TZVPD

Last column: Löwdin charge in e.
Positions of all 23 atoms, in Å:
C: 2.2795 0.2069 -0.9427  -0.105
C: 1.6150 0.0316 0.4241  -0.246
C: 0.2284 -0.6439 0.4300  -0.375
C: -0.2887 -0.7245 1.8709  -0.075
C: -0.7608 -0.0170 -0.5848  -0.402
C: -0.8417 1.5260 -0.5459  -0.064
C: -2.1512 -0.6624 -0.5663  -0.088
H: 2.3387 -0.7406 -1.4923  0.077
H: 3.3024 0.5814 -0.8226  0.071
H: 1.7447 0.9270 -1.5725  0.062
H: 2.2756 -0.5715 1.0612  0.108
H: 1.5502 1.0141 0.9151  0.104
H: 0.3736 -1.6818 0.0872  0.138
H: 0.4557 -1.2236 2.5042  0.078
H: -0.4795 0.2680 2.3018  0.084
H: -1.2129 -1.3072 1.9419  0.068
H: -0.3414 -0.2750 -1.5689  0.121
H: -0.4453 1.8860 -1.4969  0.069
H: -1.8675 1.9070 -0.4591  0.075
H: -0.2436 1.9790 0.2533  0.070
H: -2.7695 -0.2180 -1.3567  0.077
H: -2.0776 -1.7393 -0.7645  0.080
H: -2.6842 -0.5223 0.3835  0.074

Forces on the atoms, in the same order (eV/Å):
-0.014 -0.002 -0.063
-0.002 -0.009 0.048
0.010 -0.041 -0.022
-0.052 0.009 0.004
0.083 -0.056 -0.102
0.040 -0.018 -0.057
0.014 -0.037 0.014
-0.041 0.111 0.101
-0.156 -0.063 -0.020
0.052 -0.137 0.103
-0.096 0.081 -0.067
-0.029 -0.192 -0.061
0.008 0.135 0.050
-0.115 0.132 -0.086
0.037 -0.128 -0.134
0.119 0.109 -0.025
-0.059 0.050 0.175
-0.045 0.321 0.124
0.199 -0.197 0.063
-0.167 -0.120 -0.109
0.092 -0.121 0.136
-0.059 0.144 0.091
0.178 0.030 -0.163

The value obtained for the HOMO-LUMO gap is 11.846 eV. As for the largest force on an atom: 0.0068 Eh/bohr. The calculation puts the relative energy (zero: lowest compared OMol25 entry of this formula, charge and spin) at 4.8 kcal per mole. Its spin multiplicity is 1. The value obtained for the LUMO energy is 1.15 eV. The charge is 0. The calculation puts the energy at -276.30672 a.u.